1.
A cluster of 2 separate species, C11H13NO2 in total at a distorted geometry, computed with the ωB97M-V functional and the def2-TZVPD basis.

Structure (XYZ):
```
27
C11H13NO2, DFT the ωB97M-V functional and the def2-TZVPD basis
C -3.4773 1.2604 -0.1080
C -2.9744 0.4596 -1.1247
C -2.7508 1.4252 1.0595
C -1.8384 -0.3111 -0.9616
C -1.6065 0.7246 1.3120
C -1.2034 -0.2878 0.3085
C 1.6203 1.1703 -0.1185
C 0.8483 -1.9085 -0.1902
C 0.0856 -0.8373 0.3896
C 0.2758 -3.2342 -0.5954
C 3.9006 1.3031 0.2951
N 1.0039 2.2115 0.1164
O 0.7103 -1.7086 1.2170
O 2.8123 0.6301 -0.3007
H -4.3376 2.0140 -0.2318
H -3.5185 0.3260 -2.0422
H -3.2011 2.1383 1.7606
H -1.4607 -1.1543 -1.5203
H -1.0309 0.9428 2.2230
H 1.9279 -1.6980 -0.5406
H 1.0306 -4.1004 -0.6705
H -0.0813 -3.3556 -1.5644
H -0.5828 -3.5706 0.0227
H 3.4260 1.8726 1.1564
H 4.2367 2.0952 -0.3822
H 4.6379 0.5370 0.5232
H 1.5476 3.0556 -0.0329
```

Values from the calculation:
* highest occupied orbital energy (spin up / spin down): -6.8614 / -7.3983 eV
* gap between HOMO and LUMO (spin up / spin down): 7.22 / 7.60 eV
* DFT total energy: -631.95651 hartree
* relative energy (zero: lowest compared OMol25 entry of this formula, charge and spin): 171.3 kcal/mol
* F_max: 4.0 eV Å⁻¹
* LUMO energy (spin up / spin down): 0.355 / 0.202 eV

=====

2.
A structure of composition C11H14 at a distorted geometry, computed with the ωB97M-V functional and the def2-TZVPD basis.

Structure (XYZ):
```
25
C11H14, DFT the ωB97M-V functional and the def2-TZVPD basis
C -0.3370 2.3505 0.1787
C -1.0229 -0.0104 1.8215
C 0.8684 1.9922 0.5876
C 0.3165 -0.0562 1.9283
C -1.1734 1.3696 -0.4553
C -1.5446 0.1454 0.4834
C 1.0155 0.3910 0.6598
C -0.4461 0.1053 -0.5482
C 2.2629 -0.3318 0.3347
C -0.4808 -2.2209 -1.3737
C -0.4419 -0.7678 -1.7461
H -0.7321 3.3952 0.2654
H -1.6475 -0.0541 2.6976
H 1.5978 2.6880 0.9978
H 0.7790 -0.0390 2.8462
H -1.8714 1.6861 -1.2702
H -2.5677 -0.2016 0.4447
H 2.6937 0.2589 -0.5129
H 2.0441 -1.4240 0.1693
H 3.0798 -0.3396 1.0788
H -0.9686 -2.8325 -2.1094
H -1.0276 -2.2536 -0.4950
H 0.4546 -2.7709 -1.2760
H -1.2470 -0.6999 -2.3853
H 0.3964 -0.3799 -2.3219
```

Values from the calculation:
* highest occupied orbital energy: -8.5121 eV
* gap between HOMO and LUMO: 9.56 eV
* DFT total energy: -427.40460 hartree
* relative energy (zero: lowest compared OMol25 entry of this formula, charge and spin): 48.4 kcal/mol
* F_max: 3.7 eV Å⁻¹
* LUMO energy: 1.045 eV

=====

3.
A structure of composition C11H14BF3N6Zn at a distorted geometry, computed with the ωB97M-V functional and the def2-TZVPD basis.

Structure (XYZ):
```
36
C11H14BF3N6Zn, DFT the ωB97M-V functional and the def2-TZVPD basis
H -0.3796 -0.7403 3.4844
N 0.2040 -0.9893 1.4918
B 1.3890 -1.5026 -0.6911
N 1.0580 -1.8398 0.8068
C 1.5591 -2.7317 1.6820
Zn -0.8190 0.5005 0.6309
H 2.2872 -3.4592 1.3464
C 1.0236 -2.4650 2.9403
H 1.2009 -3.0093 3.8473
C 0.2059 -1.3314 2.7853
H 2.2288 -2.2108 -1.1479
C -1.5568 4.0916 0.0670
H -2.5276 4.4012 -0.3512
H -1.5109 2.9838 0.1471
H -0.7919 4.3992 -0.6554
N 1.8413 0.0013 -0.6654
N 0.0648 -1.4694 -1.5119
N 1.0678 1.0153 -0.1154
N -0.9692 -0.6493 -1.0616
C 2.9980 0.5057 -1.1176
C -0.3299 -2.0860 -2.6395
H 3.7245 -0.1781 -1.5474
H 0.3193 -2.7738 -3.1630
C 2.9954 1.8750 -0.8808
C -1.6274 -1.6848 -2.9297
C 1.7622 2.1631 -0.2552
C -1.9922 -0.7733 -1.9216
H 3.7952 2.5428 -1.1373
H -2.2281 -2.0215 -3.7507
H 1.3410 3.1104 0.0780
H -2.9167 -0.2378 -1.7520
H -1.3721 4.5131 1.0582
F -3.7637 0.6408 0.9214
C -2.6538 0.1355 1.5663
F -2.7841 0.5187 2.8861
F -2.8432 -1.2446 1.5557
```

Values from the calculation:
* highest occupied orbital energy: -9.1812 eV
* gap between HOMO and LUMO: 9.65 eV
* DFT total energy: -2859.97286 hartree
* relative energy (zero: lowest compared OMol25 entry of this formula, charge and spin): 0.0 kcal/mol
* F_max: 1.7 eV Å⁻¹
* LUMO energy: 0.471 eV